Here is a molecular structure, C30H25F3N6OPRh from the OMol25 dataset. Energies are from ωB97M-V/def2-TZVPD.

Output
Energy relative to the best compared isomer or geometry (same formula, charge and spin): 5.5 kcal/mol
⟨S²⟩: 6.012
Total charge: +2
LUMO level (spin up / spin down): -6.083 / -8.265 eV
Total energy: -62934.9865 eV
Max |F|: 0.7 eV Å⁻¹
HOMO level (spin up / spin down): -13.43 / -13.91 eV
Multiplicity: 5

Positions of all 67 atoms, in Å:
Rh  1.07  0.00  -0.17
O  2.12  2.66  0.58
N  0.85  2.24  0.24
C  -0.12  2.97  0.61
C  -1.55  2.80  0.30
C  -2.30  3.97  0.45
C  -3.65  4.01  0.13
C  -4.27  2.87  -0.35
C  -3.54  1.70  -0.49
C  -2.19  1.63  -0.16
P  -1.44  -0.01  -0.28
C  -1.86  -0.91  1.22
C  -2.81  -0.44  2.12
C  -3.10  -1.17  3.26
C  -2.43  -2.36  3.51
C  -1.48  -2.84  2.62
C  -1.19  -2.11  1.48
C  -2.17  -0.78  -1.72
C  -2.01  -0.16  -2.96
C  -2.54  -0.73  -4.09
C  -3.23  -1.94  -4.00
C  -3.39  -2.56  -2.77
C  -2.86  -1.99  -1.63
H  2.06  3.53  1.00
H  0.11  3.90  1.15
H  -1.81  4.86  0.81
H  -4.20  4.93  0.25
H  -5.32  2.89  -0.61
H  -4.05  0.81  -0.86
H  -3.33  0.49  1.94
H  -3.84  -0.81  3.96
H  -2.67  -2.93  4.41
H  -0.98  -3.78  2.81
H  -0.46  -2.50  0.77
H  -1.48  0.79  -3.04
H  -2.42  -0.25  -5.05
H  -3.65  -2.39  -4.89
H  -3.94  -3.49  -2.71
H  -2.99  -2.48  -0.67
F  0.31  -2.62  -1.57
C  1.22  -1.69  -1.86
F  2.43  -2.22  -1.70
F  1.06  -1.26  -3.10
N  6.11  0.62  -2.38
C  4.81  0.94  -2.44
C  3.88  0.44  -1.50
N  2.61  0.79  -1.57
C  2.21  1.63  -2.55
C  3.14  2.09  -3.46
N  4.42  1.76  -3.42
H  6.47  -0.06  -1.73
H  6.72  0.96  -3.11
H  4.17  -0.23  -0.71
H  1.17  1.91  -2.58
H  2.83  2.76  -4.26
N  3.51  -2.57  6.41
C  3.17  -2.16  5.40
C  2.73  -1.65  4.13
C  3.04  -2.32  2.95
C  2.58  -1.79  1.76
N  1.85  -0.67  1.70
C  1.56  -0.02  2.84
C  1.97  -0.48  4.07
H  3.62  -3.23  2.96
H  2.79  -2.29  0.81
H  0.96  0.87  2.75
H  1.71  0.06  4.97